Entry 1
Molecular formula: C3H4O3
Method: DFT, wB97M-V/def2-TZVPD

Each line ends with the natural charge from an NBO analysis.
Atoms and positions in Å:
O 1.7793 1.1508 -0.0251  -0.5646
C 0.5832 0.7234 -0.2602  0.4441
C -0.3350 0.1463 0.7974  0.2994
O -1.3296 0.8943 0.8576  -0.5830
C -0.9917 -1.1455 -1.1408  0.0162
O -0.6486 -1.4536 0.0471  -0.5719
H 2.0739 0.9606 0.8868  0.5118
H 0.1575 1.0417 -1.2035  0.2413
H 0.1509 -0.2767 1.6904  0.1298
H -1.4398 -2.0414 -1.6496  0.0769

Calculated values
**Total charge**: 0
**Multiplicity**: 1
**HOMO-LUMO gap (spin up / spin down)**: 6.323 / 6.333 eV

Entry 2
Molecular formula: C3H4O3
Method: DFT, wB97M-V/def2-TZVPD

Each line ends with the natural charge from an NBO analysis.
Atoms and positions in Å:
O -0.2355 -1.0313 -1.4142  -0.6856
C 0.1811 -0.0506 -0.5236  -0.1764
C 0.9564 -0.6616 0.5838  0.1995
O 1.5953 0.1951 1.3645  -0.6457
C -1.0009 0.6959 0.0686  0.4251
O -2.1273 0.3990 -0.2471  -0.5105
H -1.2071 -1.0243 -1.3841  0.4894
H 0.8325 0.6974 -1.0045  0.2161
H 1.7798 -0.7154 1.7618  0.5486
H -0.7742 1.4958 0.7949  0.1395

Calculated values
**Total charge**: 0
**Multiplicity**: 1
**HOMO-LUMO gap**: 9.104 eV

Entry 3
Molecular formula: C3H4O3
Method: DFT, wB97M-V/def2-TZVPD

Each line ends with the natural charge from an NBO analysis.
Atoms and positions in Å:
O -1.2585 -1.0500 0.4759  -0.6845
C -0.3386 -0.3227 -0.2666  -0.0288
C -0.1024 1.1412 0.1177  -0.0905
O 1.3329 0.9329 -0.0033  -0.4883
C 1.1618 -0.4279 0.0462  0.7523
O 1.9579 -1.2602 0.3472  -0.5281
H -1.4322 -1.8840 0.0227  0.4844
H -0.5042 -0.3977 -1.3508  0.1921
H -0.3427 1.3510 1.1631  0.1968
H -0.4739 1.9172 -0.5522  0.1946

Calculated values
**Total charge**: 0
**Multiplicity**: 1
**HOMO-LUMO gap**: 10.869 eV

Entry 4
Molecular formula: C3H4O3
Method: DFT, wB97M-V/def2-TZVPD

Each line ends with the natural charge from an NBO analysis.
Atoms and positions in Å:
O -0.1069 0.8374 2.2546  -0.5645
C -0.3261 0.5359 1.0926  0.9380
O -0.5925 -0.7409 0.9630  -0.4873
C 0.1910 -0.8123 -0.2276  -0.1228
C -0.0556 0.3727 -1.0331  -0.1290
O -0.5120 1.2570 0.0062  -0.4570
H 1.3027 -0.6312 0.6275  0.1527
H 0.0997 -1.8756 -0.4245  0.2466
H 0.8411 0.8048 -1.4824  0.2180
H -0.8415 0.2521 -1.7762  0.2054

Calculated values
**Total charge**: 0
**Multiplicity**: 1
**HOMO-LUMO gap**: 10.847 eV

Energies relative to the minimum, kcal/mol: entry 1 120.7; entry 2 73.6; entry 3 0.0; entry 4 48.0

Entry 1
Molecular formula: C3H4O3
Method: DFT, wB97M-V/def2-TZVPD

Each line ends with the natural charge from an NBO analysis.
Atoms and positions in Å:
O 1.2865 1.6214 -0.0480  -0.5310
C 1.1173 0.4305 -0.1988  0.7419
O 2.1904 -0.4303 -0.0258  -0.6545
C -0.2657 -0.2063 -0.4148  -0.0874
C -1.3034 0.0449 0.6225  -0.1199
O -1.3783 0.6044 -0.7776  -0.4676
H 1.8641 -1.2591 -0.3537  0.4737
H -0.3584 -1.1348 -1.0995  0.2089
H -1.0069 0.9307 1.3214  0.2176
H -2.1456 -0.6015 0.9743  0.2182

Calculated values
**Total charge**: 0
**Structure (SMILES)**: O=C(O)[C@H]1CO1
**Multiplicity**: 1
**HOMO-LUMO gap**: 11.164 eV

Entry 2
Molecular formula: C3H4O3
Method: DFT, wB97M-V/def2-TZVPD

Each line ends with the natural charge from an NBO analysis.
Atoms and positions in Å:
O 0.6817 1.7575 1.6462  -0.5532
C -0.1510 1.1579 1.0179  0.3560
C 0.2262 0.0533 0.1377  0.0720
O 1.5484 -0.3150 0.1660  -0.6700
C -0.5951 -0.5946 -0.7039  0.1373
O -0.1304 -1.5780 -1.3859  -0.6186
H -1.0366 1.5948 0.9123  0.1235
H 1.9525 0.1359 0.8710  0.4914
H -1.6456 -0.2386 -0.8226  0.1770
H -0.8500 -1.9733 -1.8385  0.4844

Calculated values
**Total charge**: 0
**Structure (SMILES)**: O=C/C(O)=C/O
**Multiplicity**: 1
**HOMO-LUMO gap**: 9.059 eV

Entry 3
Molecular formula: C3H4O3
Method: DFT, wB97M-V/def2-TZVPD

Each line ends with the natural charge from an NBO analysis.
Atoms and positions in Å:
O -2.3561 -0.2528 -0.0711  -0.5520
C -1.1477 -0.1676 -0.0186  0.7581
C -0.2691 1.0673 0.0364  -0.1961
O 1.0805 0.5666 -0.1568  -0.5165
C 1.0338 -0.8293 0.0015  0.2363
O -0.3275 -1.2302 -0.0457  -0.4841
H -0.3820 1.6494 0.9219  0.2131
H -0.6091 1.7212 -0.8144  0.2194
H 1.5043 -1.3647 -0.8013  0.1685
H 1.4730 -1.1599 0.9482  0.1533

Calculated values
**Total charge**: 0
**Structure (SMILES)**: O=C1COCO1
**Multiplicity**: 1
**HOMO-LUMO gap**: 11.526 eV

Entry 4
Molecular formula: C3H4O3
Method: DFT, wB97M-V/def2-TZVPD

Each line ends with the natural charge from an NBO analysis.
Atoms and positions in Å:
O -1.7795 -1.3085 -0.2660  -0.4560
C -0.9376 -0.5128 -0.3873  0.7085
C -0.3275 0.6923 -0.0320  -0.1708
O -1.1638 1.6015 0.5737  -0.6771
H 0.4687 1.0730 -0.6594  0.2148
H -1.2810 2.3669 -0.0045  0.4780
C 1.2240 -0.9237 0.2193  0.1991
O 0.7850 -1.2691 -0.9031  -0.5956
H 0.8531 -1.3710 1.1519  0.1485
H 2.1587 -0.3487 0.3073  0.1505

Calculated values
**Total charge**: 0
**Structure (SMILES)**: O=C=CO.C=O
**Multiplicity**: 1
**HOMO-LUMO gap**: 9.461 eV

Energies relative to the minimum, kcal/mol: entry 1 30.1; entry 2 25.0; entry 3 0.0; entry 4 66.1

Entry 1
Molecular formula: C2H2BrF3
Method: DFT, wB97M-V/def2-TZVPD

Each line ends with the natural charge from an NBO analysis.
Atoms and positions in Å:
F -0.4580 -2.2358 -0.6129  -0.3328
C -0.3766 -0.9172 -0.4363  0.5382
F -1.6608 -0.6404 0.0008  -0.3436
C 0.8698 -0.4323 0.8067  0.1085
F 1.3424 -1.5015 1.4695  -0.3089
Br 2.3099 0.3922 -0.2503  -0.0212
H -0.0085 -0.5598 -1.4608  0.1555
H 0.3653 0.4317 1.3082  0.2041

Calculated values
**Total charge**: 0
**Structure (SMILES)**: FC(F)[C@@H](F)Br
**Multiplicity**: 1
**HOMO-LUMO gap**: 11.414 eV

Entry 2
Molecular formula: C2H2BrF3
Method: DFT, wB97M-V/def2-TZVPD

Each line ends with the natural charge from an NBO analysis.
Atoms and positions in Å:
C -1.6328 -0.4132 -0.2167  -0.4452
C 1.3573 0.1062 0.1510  0.9761
F 2.0659 -0.4287 1.1872  -0.3362
F 1.3318 1.4712 0.3406  -0.3328
F 1.9769 -0.2573 -0.9743  -0.3200
Br -1.8840 1.4326 0.1397  0.0863
H -1.3976 -0.7614 -1.1731  0.1815
H -1.8176 -1.1495 0.5455  0.1904

Calculated values
**Total charge**: 0
**Multiplicity**: 1
**HOMO-LUMO gap (spin up / spin down)**: 10.047 / 7.701 eV

Energies relative to the minimum, kcal/mol: entry 1 0.0; entry 2 56.5

Entry 1
Molecular formula: C7H14O2
Method: DFT, wB97M-V/def2-TZVPD

Each line ends with the natural charge from an NBO analysis.
Atoms and positions in Å:
C 1.5366 -1.9084 -0.8947  -0.4073
C 0.2675 -1.6107 -1.1057  -0.1667
C -0.6210 -0.6886 -0.1830  -0.2839
C -0.9122 -1.4638 1.1042  -0.6122
C 0.0573 0.6662 0.0250  0.2491
C 0.5392 1.2859 -1.2825  -0.6348
O 1.1609 0.6302 0.9021  -0.7355
C -1.0382 1.6576 0.6756  -0.0799
O -0.4211 2.8708 1.0102  -0.7237
H 2.0805 -2.5774 -1.5432  0.2003
H 2.1066 -1.4669 -0.0927  0.2035
H -0.2633 -2.0697 -1.9308  0.1971
H -1.5607 -0.5041 -0.7096  0.2158
H -1.5783 -0.9137 1.7662  0.2079
H 0.0067 -1.7130 1.6322  0.2007
H -1.3989 -2.4034 0.8513  0.2257
H 1.4466 0.7892 -1.6123  0.2276
H -0.2241 1.1864 -2.0488  0.2112
H 0.7502 2.3410 -1.1235  0.2278
H 0.9036 0.1604 1.7045  0.4721
H -1.8321 1.8767 -0.0399  0.1782
H -1.4772 1.2024 1.5758  0.1508
H 0.4713 2.6529 1.3195  0.4761

Calculated values
**Total charge**: 0
**Structure (SMILES)**: C=C[C@@H](C)[C@](C)(O)CO
**Multiplicity**: 1
**HOMO-LUMO gap**: 10.413 eV

Entry 2
Molecular formula: C7H14O2
Method: DFT, wB97M-V/def2-TZVPD

Each line ends with the natural charge from an NBO analysis.
Atoms and positions in Å:
C -1.9795 -0.4098 2.3401  -0.3922
C -0.7051 -0.2502 2.6498  -0.1777
C 0.3893 -1.0576 1.9847  -0.4573
C 1.1436 -0.4626 0.7652  -0.3797
C 0.3516 0.5417 -0.0832  -0.4175
C -0.8799 0.0390 -0.7652  -0.5547
C -1.0388 0.3400 -2.2149  0.4624
O -2.0629 0.3331 -2.8311  -0.5141
H -2.8446 0.1193 2.6991  0.2084
H -2.2377 -1.1773 1.6068  0.1823
H -0.3643 0.4492 3.4143  0.1980
H 1.1660 -1.4852 2.6340  0.2211
H -0.1729 -1.9665 1.7249  0.2057
H 2.1121 -0.0478 1.0552  0.1948
H 1.3853 -1.2998 0.0775  0.2010
H 1.0631 1.0820 -0.7346  0.2182
H 0.1656 1.3420 0.6403  0.2096
H -1.0723 -1.0181 -0.5205  0.2444
H -1.7793 0.5119 -0.3284  0.2505
H -0.0415 0.5368 -2.7288  0.0932
O 3.6227 0.7306 -1.7178  -0.9154
H 3.7093 0.0561 -1.0260  0.4602
H 3.5172 1.4475 -1.0620  0.4589

Calculated values
**Total charge**: 0
**Structure (SMILES)**: C=CCCCCC=O.O
**Multiplicity**: 1
**HOMO-LUMO gap**: 10.273 eV

Entry 3
Molecular formula: C7H14O2
Method: DFT, wB97M-V/def2-TZVPD

Each line ends with the natural charge from an NBO analysis.
Atoms and positions in Å:
C 1.3559 -0.0846 1.9011  -0.3708
C 1.2344 0.1810 0.5972  -0.0758
C 1.5292 1.5430 0.0236  -0.6564
C 1.4870 -0.9875 -0.4828  0.3611
O 0.6672 -0.8700 -1.5570  -0.7531
O 1.3348 -2.2216 0.1798  -0.7439
H 1.4941 0.7015 2.6291  0.1915
H 1.2119 -1.0850 2.2761  0.2178
H 0.9833 1.6776 -0.9087  0.2218
H 1.2515 2.3270 0.7226  0.2166
H 2.5905 1.6407 -0.2096  0.2263
H 2.5320 -0.8481 -0.8096  0.1462
H -0.3442 -0.6279 -1.1360  0.4960
H 1.1543 -2.8832 -0.4999  0.4819
C -2.2894 -1.1209 0.1337  -0.3237
C -1.5729 -0.0470 -0.1751  -0.3274
C -2.1372 1.2079 -0.7672  -0.6440
H -1.8490 -1.9717 0.6296  0.2082
H -3.3196 -1.2375 -0.1920  0.1920
H -0.5118 0.0943 0.4283  0.2785
H -1.9936 2.0559 -0.0909  0.2232
H -1.6082 1.4616 -1.6915  0.2205
H -3.2002 1.0948 -1.0009  0.2136

Calculated values
**Total charge**: 0
**Structure (SMILES)**: C=C(C)C(O)O.C=CC
**Multiplicity**: 1
**HOMO-LUMO gap**: 10.108 eV

Entry 4
Molecular formula: C7H14O2
Method: DFT, wB97M-V/def2-TZVPD

Each line ends with the natural charge from an NBO analysis.
Atoms and positions in Å:
C 0.7259 -0.5540 -0.5761  0.3921
C -0.8801 0.7266 0.3849  0.1720
C 0.7548 -2.0282 -0.9891  -0.6681
C 1.7195 -0.3002 0.5325  -0.6750
C -0.8913 1.0389 1.8448  -0.6835
C -1.0552 1.8820 -0.5388  -0.6919
C -1.1465 -0.6499 0.0596  0.2031
O 0.9729 0.2593 -1.6733  -0.7140
O -1.2212 -1.5656 0.8969  -0.7421
H 0.5404 -0.1096 -2.4531  0.4790
H -1.6511 -0.7173 -0.9399  0.1268
H 1.3764 -0.7973 1.4358  0.2422
H 0.3898 -2.6612 -0.1846  0.2710
H 1.7847 -2.2925 -1.2341  0.2191
H 0.1372 -2.2117 -1.8698  0.2038
H 1.8437 0.7657 0.7084  0.2158
H 2.6995 -0.6942 0.2593  0.2175
H -0.2353 1.9991 -1.2458  0.2615
H -0.5485 0.1772 2.4188  0.2544
H -1.9352 1.1857 2.1348  0.2503
H -0.3011 1.9125 2.1147  0.2116
H -1.0889 2.8226 0.0129  0.2243
H -1.9903 1.8120 -1.0986  0.2300

Calculated values
**Total charge**: 0
**Multiplicity**: 1
**HOMO-LUMO gap**: 8.264 eV

Energies relative to the minimum, kcal/mol: entry 1 0.0; entry 2 19.8; entry 3 44.7; entry 4 42.6